71
Properties=species:S:1:pos:R:3:mulliken_charge:R:1 method="wB97M-V/def2-TZVPD" smiles="CCCCCCCCCC[C@](CCCCS(=O)(=O)O)(OC(=O)C[C@H]1CO1)B(O)O.ClC(Cl)(Cl)Cl" homo_lumo_gap_ha=0.37969 fmax_ev_per_a=5.89 lumo_energy_ev=0.1 homo_ev=-10.2
C -3.042 3.394 0.280 -0.50
H 3.000 -3.721 2.708 0.39
C -3.186 -1.312 -2.674 -1.01
H -2.258 0.645 -2.120 -0.27
O 0.718 -5.000 -1.477 -0.63
C 1.288 -1.689 -1.999 0.29
C -1.963 4.529 0.655 -0.48
C -4.444 1.056 -2.423 -0.82
H 0.344 0.429 -2.015 -0.29
H -5.354 3.111 -2.079 0.31
H 0.005 3.327 0.798 0.08
C 6.258 3.673 0.568 0.32
H -1.216 -2.728 1.750 0.45
H -3.353 0.018 -0.792 0.15
H -3.176 -1.206 -3.824 0.27
O 1.185 -2.013 -0.633 0.07
H 3.223 1.332 -2.646 0.27
H 1.651 0.729 0.308 -0.06
C -0.060 -2.672 -0.260 0.20
O -1.226 -5.008 0.020 -0.60
H -0.958 -0.713 -0.778 0.12
C -0.687 3.952 1.467 -0.86
H -2.796 2.373 0.757 0.17
C 1.213 -0.154 -2.453 -0.08
H -2.312 2.724 -1.710 0.11
Cl 5.352 2.330 -0.164 -0.05
H -1.928 -4.390 0.331 0.34
Cl 6.471 3.364 2.304 -0.09
C 2.572 1.083 -0.286 -0.20
C -1.325 -1.790 -0.787 -0.84
H 3.212 1.954 0.066 0.28
H -1.603 5.042 -0.306 0.29
H -4.348 1.282 -3.546 0.31
H 0.729 -4.501 2.136 0.28
C 0.866 -3.356 2.208 -0.84
C 2.423 -2.984 2.038 -0.59
O 3.418 -0.142 -0.835 -0.40
H -4.062 3.728 0.706 0.31
H -2.143 -1.850 0.028 0.58
H 1.350 -0.054 -3.576 0.47
B -0.158 -4.252 -0.622 0.98
Cl 7.848 3.808 -0.210 -0.10
C -4.614 2.393 -1.561 -0.75
H 0.630 -3.130 3.320 0.38
Cl 5.356 5.187 0.342 -0.11
O 1.505 -2.509 -2.934 -0.59
H 3.709 -1.156 2.132 0.36
H -3.281 4.280 -1.780 0.43
H -5.043 2.146 -0.518 0.36
O 1.926 -2.096 5.264 -0.65
H 2.820 -3.141 0.979 0.31
C -1.987 -2.286 -2.142 -0.27
H -5.438 0.474 -2.320 0.31
H -1.210 -2.274 -2.997 0.15
O 3.255 0.085 5.009 -0.49
H -1.015 3.370 2.407 0.29
H -0.046 4.824 1.853 0.34
H 0.014 -1.375 1.577 0.27
C -3.256 0.102 -1.940 0.57
H -4.189 -1.843 -2.449 0.31
O 4.278 -2.343 4.675 -0.61
H -2.491 -3.322 -2.081 0.22
C 2.642 0.615 -1.885 0.10
C -3.260 3.222 -1.319 -0.34
H -2.428 5.351 1.313 0.30
S 3.038 -1.499 4.448 1.22
H 1.939 -0.729 2.295 0.13
C 2.727 -1.506 2.617 -0.43
H 2.694 0.181 5.814 0.36
H 0.350 -4.875 -2.388 0.30
C -0.155 -2.493 1.359 -0.81

98
Properties=species:S:1:pos:R:3:mulliken_charge:R:1 method="wB97M-V/def2-TZVPD" smiles="O=C(Br)CNC(=O)OCCCCl.O=S1(=O)OCCO1.O=S1(=O)OCCO1.O=S1(=O)OCCO1.O=S1(=O)OCCO1.O=S1(=O)OCCO1.O=S1(=O)OCCO1.O=S1(=O)OCCO1" homo_lumo_gap_ha=0.36868 fmax_ev_per_a=4.90 lumo_energy_ev=0.3 homo_ev=-9.7
C 0.633 -2.319 3.862 -0.37
C 7.385 -8.465 -2.377 -0.34
O 3.361 -2.774 -3.756 -0.59
C 2.123 -5.498 -2.472 -0.35
S 6.269 0.970 4.503 1.05
C 3.134 -5.280 -1.359 0.86
S 3.349 2.327 0.434 1.08
H 2.637 -5.175 -0.390 0.00
H -6.172 2.980 2.047 0.31
H 5.881 3.172 1.602 0.28
Cl -5.606 0.601 2.265 -0.24
O -10.283 1.860 -2.811 -0.57
S 2.755 -3.092 -2.497 0.96
O 4.158 3.333 -0.550 -0.34
O 3.860 2.948 1.840 -0.28
H 5.656 4.742 -0.250 0.31
C -4.788 3.615 -0.350 0.37
O -4.558 4.490 0.787 -0.40
O -2.736 5.249 1.928 -0.58
O 5.721 -9.962 -1.677 -0.31
C -1.627 2.691 0.544 -0.07
O 3.910 1.016 0.293 -0.56
O -9.997 3.849 -1.362 -0.32
C 5.355 -1.023 3.327 0.32
H -11.105 4.961 0.003 0.32
O 1.597 -4.199 -2.753 -0.35
O -8.338 2.011 -1.226 -0.33
S -9.705 2.266 -1.567 0.96
H 6.259 -9.813 -3.651 0.28
H 6.081 -1.913 5.169 0.33
O 5.953 1.356 5.844 -0.56
H -7.368 1.951 1.076 0.12
O 5.389 -8.371 0.190 -0.54
C -11.103 2.819 0.424 -0.31
H 5.713 -0.868 2.305 0.24
H 4.508 -1.709 3.314 -0.25
O 3.776 -4.040 -1.668 -0.34
O 6.307 -7.615 -1.983 -0.25
S -2.600 3.859 -3.730 1.14
C -3.315 4.254 1.415 0.37
O -2.543 5.316 -3.019 -0.26
N -2.663 2.954 1.577 -0.09
H -4.557 5.783 -4.848 0.27
H 0.793 -0.850 2.260 -0.13
C -11.142 4.008 -0.524 -0.33
Br 0.030 0.327 -0.505 -0.14
C -6.258 2.089 1.349 -0.21
C 0.705 -1.928 2.395 0.21
H 7.451 -10.632 -2.611 0.31
O 1.692 -5.066 1.944 -0.58
O 4.969 0.247 3.857 -0.22
O 1.865 -2.591 1.885 -0.14
H -0.949 3.621 0.485 0.40
H -12.032 3.978 -1.158 0.29
C -3.498 5.729 -5.115 -0.35
C 4.982 3.794 1.595 -0.33
H -1.613 6.523 -4.389 0.29
H 8.083 -8.536 -1.538 0.29
H 2.609 -5.870 -3.379 0.32
O -10.649 1.720 -0.367 -0.31
H -3.045 7.246 -3.612 0.33
H -3.330 2.179 1.691 0.20
C 6.738 -9.810 -2.668 -0.35
H 7.108 -2.247 3.751 0.32
O 1.947 2.586 0.307 -0.40
S 2.128 -3.949 2.726 1.03
C -5.396 2.178 -0.006 -0.74
O -0.671 1.072 2.189 -0.57
H -0.369 -2.202 4.274 0.33
S 5.184 -8.502 -1.220 1.10
H -12.081 2.602 0.853 0.31
O 3.918 -8.265 -1.846 -0.53
H -0.167 -2.293 1.846 0.23
H -2.070 2.415 -0.482 0.14
O 7.235 -0.331 4.549 -0.33
C 4.736 4.390 0.218 -0.35
O -1.260 3.379 -3.878 -0.56
H -10.381 2.980 1.230 0.26
C -0.773 1.385 0.991 0.38
H 4.016 5.212 0.266 0.28
O 6.800 1.886 3.536 -0.54
H -3.806 3.492 -0.937 -0.37
C 6.476 -1.502 4.235 -0.36
H 3.865 -6.085 -1.305 -0.50
O -3.126 4.351 -5.182 -0.32
H 7.901 -8.055 -3.245 0.30
O 2.236 -2.093 -1.612 -0.29
H -5.494 4.159 -1.080 0.35
H 1.342 -1.740 4.461 0.29
C -2.625 6.328 -4.023 -0.36
O 3.439 -3.870 3.303 -0.58
H -3.342 6.212 -6.080 0.32
H -4.553 1.407 0.005 0.32
H -6.115 1.891 -0.877 0.44
O 1.039 -3.689 3.900 -0.33
H 5.064 4.557 2.369 0.35
H 1.326 -6.182 -2.183 0.35
O -3.634 3.092 -3.103 -0.48

78
Properties=species:S:1:pos:R:3:mulliken_charge:R:1 method="wB97M-V/def2-TZVPD" charge=+1 homo_lumo_gap_ha=0.29430 fmax_ev_per_a=8.01 lumo_energy_ev=-4.2 homo_ev=-12.2
H 2.432 -5.537 -2.196 0.27
C -0.353 -2.346 6.140 -0.61
H 7.340 4.052 -1.644 0.28
H -0.526 -2.177 0.614 0.22
C -2.464 0.156 3.617 -0.64
O -3.056 0.394 4.893 -0.34
C -1.508 2.163 -1.959 0.40
H -2.383 -0.925 3.479 0.27
H 5.233 -0.120 -0.310 0.26
C 7.690 3.488 -2.515 -0.60
H -3.095 0.560 2.818 0.41
H -3.947 1.458 -2.958 0.30
H 2.438 -6.681 -3.588 0.29
H -0.482 -1.280 6.351 0.27
H -0.143 -0.711 1.536 0.03
H 2.390 1.389 -0.083 0.38
N 0.537 3.209 -2.488 -0.32
C 0.182 2.442 -3.744 -0.02
H -4.472 3.062 7.875 0.22
O -3.785 1.786 6.428 -0.31
H 0.692 -2.644 6.273 0.29
H 0.042 2.828 2.222 0.29
H 1.031 -2.076 1.458 0.32
N -1.129 1.747 -3.390 -0.45
C -3.075 -0.620 -2.288 -0.29
H -1.091 -4.105 -5.718 0.34
O 6.827 0.212 -1.608 -0.28
H -1.140 4.309 0.284 0.29
F -5.127 -2.169 -1.782 -0.23
C 0.310 -5.117 -3.716 0.76
H 7.033 3.653 -3.375 0.28
H -4.607 0.799 -1.303 0.33
H -0.965 -2.913 6.847 0.24
H -2.343 1.684 0.740 0.18
C -0.122 -2.015 3.837 0.79
O -1.036 -4.983 -3.831 -0.29
H -2.542 -3.913 -4.716 0.26
C 0.399 2.645 1.031 0.53
O 0.639 1.203 0.505 -0.20
C 2.010 2.087 0.751 -0.84
H -2.657 -1.186 -1.330 0.10
H 2.026 -7.248 -1.959 0.22
H 2.116 3.043 0.040 0.09
H 4.926 -0.518 -2.041 0.27
H -3.071 3.665 6.968 0.29
O 0.800 -1.231 3.994 -0.57
O -0.801 -2.656 4.822 -0.32
C -3.217 1.706 5.198 0.73
N -0.401 3.068 -1.471 0.49
O 0.559 -6.147 -2.869 -0.30
H -4.708 3.640 6.214 0.29
H -2.255 -0.632 -3.150 0.30
H 8.691 3.842 -2.774 0.23
H -1.096 -2.962 -4.325 0.16
O 7.779 2.097 -2.210 -0.31
C -4.016 3.118 6.883 -0.61
O -2.905 2.651 4.490 -0.56
C -3.635 0.890 -1.982 -0.72
C 1.945 -6.405 -2.651 -0.60
C 6.598 1.524 -1.869 0.77
H 1.405 3.789 -2.485 0.28
H -1.458 0.585 3.572 0.24
H 0.754 2.359 -4.762 0.37
N -2.624 1.791 -1.254 0.53
C -1.449 -3.929 -4.698 -0.53
C -0.027 -1.800 1.510 -0.32
H -3.007 3.189 0.175 0.25
H 0.656 4.636 -0.258 0.44
F -3.736 -2.670 -3.716 -0.23
O 1.149 -4.430 -4.276 -0.55
C -4.325 -1.561 -2.878 0.68
F -5.208 -0.796 -3.821 -0.26
N -2.956 2.156 0.040 -0.68
C 5.664 -0.524 -1.232 -0.57
O -0.648 -2.399 2.646 -0.33
H 5.964 -1.559 -1.047 0.22
C -0.183 3.823 -0.179 -0.99
O 5.517 2.089 -1.807 -0.55

72
Properties=species:S:1:pos:R:3:lowdin_spin:R:1 method="wB97M-V/def2-TZVPD" charge=+1 homo_lumo_gap_ha="0.20865 / 0.21004" fmax_ev_per_a=3.07 multiplicity=2 de_lowest_kcal_mol=72.89 lumo_energy_ev="-5.7 / -5.6" homo_ev="-11.3 / -11.3"
H 1.608 0.164 -2.046 0.00
H -1.246 2.543 1.051 0.00
H -2.251 0.134 -4.326 0.00
O 2.686 1.160 0.945 0.01
O 2.912 8.277 1.193 0.00
H -0.476 -0.884 3.980 0.00
H -0.581 -1.681 2.392 0.00
C 2.785 5.689 0.410 0.00
H -2.412 -3.923 -1.471 0.00
Ge -1.064 -0.835 -0.393 -0.01
O 0.941 1.701 -0.263 0.01
H 3.812 -1.220 0.243 0.00
C -3.801 -1.684 1.609 0.00
H -3.907 -0.255 -1.783 0.00
H -3.119 -2.141 2.330 0.00
O -1.707 0.568 -1.380 -0.01
H -4.494 -1.837 -2.309 0.00
N -1.374 0.436 1.175 0.06
C 1.475 -0.422 -2.956 -0.01
H -1.736 -2.755 -3.930 0.00
Si 1.785 -2.718 0.389 0.00
O 1.938 7.868 3.069 0.00
O -2.082 2.768 -1.467 0.00
H -0.241 -3.399 -3.232 0.00
C -2.911 -3.809 -0.506 0.00
C -1.881 1.790 -0.822 0.00
O -0.706 1.487 3.088 0.00
H 0.085 -3.895 1.768 0.00
H -5.337 -0.957 -1.030 0.00
H -3.839 -4.387 -0.546 0.00
H 1.391 -3.343 2.824 0.00
H 3.981 -2.439 1.506 0.00
C 1.353 -3.817 -1.070 0.00
H 1.268 5.607 3.438 0.00
C 1.520 3.905 2.139 0.00
H 3.030 4.011 -0.899 0.00
H 1.784 0.226 -3.782 0.00
H 1.016 3.219 2.810 0.00
C 2.273 6.107 1.623 0.00
N 2.383 7.534 1.992 0.00
H 1.559 0.207 3.105 0.00
H 4.192 -2.887 -0.200 0.00
H -3.835 -0.612 1.807 0.00
C 1.882 2.041 0.516 0.00
H 1.832 -4.791 -0.932 0.00
C -1.190 0.369 -4.225 0.00
C 2.647 4.360 0.052 0.00
Si -3.285 -2.012 -0.147 -0.02
C -1.865 1.725 0.689 0.00
H -2.281 -4.260 0.264 0.00
C 1.645 5.238 2.496 0.00
C -0.220 -0.806 2.924 0.00
C 1.167 -3.752 1.839 0.00
H 1.632 -4.740 1.785 0.00
C -0.661 -2.595 -3.830 0.00
H 1.735 -1.428 3.126 0.00
H 1.672 -3.430 -2.040 0.00
H -2.884 1.904 1.045 0.00
N 1.233 -0.664 2.691 -0.01
C 3.616 -2.268 0.492 0.03
H -4.799 -2.095 1.784 0.00
Si -0.303 -0.890 -3.221 -0.01
C -0.814 0.480 2.401 0.01
H 2.136 -1.288 -2.917 0.00
H 3.283 6.399 -0.234 0.00
C -4.352 -1.189 -1.441 0.00
H -1.108 1.363 -3.788 0.00
H -0.218 -2.633 -4.834 0.00
Ru 1.179 -0.406 0.436 0.97
H -0.739 0.377 -5.225 0.00
C 2.014 3.472 0.915 0.00
H 0.271 -3.979 -1.096 0.00

71
Properties=species:S:1:pos:R:3:lowdin_spin:R:1 method="wB97M-V/def2-TZVPD" charge=+1 homo_lumo_gap_ha="0.29956 / 0.29829" fmax_ev_per_a=3.37 multiplicity=6 de_lowest_kcal_mol=9.97 lumo_energy_ev="-2.0 / -2.0" homo_ev="-10.1 / -10.1"
P 2.116 -1.530 0.956 0.00
H -1.720 6.842 -3.277 0.00
C 5.174 -1.837 -0.034 0.00
H 0.305 2.625 1.116 0.00
N -0.868 -0.252 2.886 0.04
H 1.691 -4.013 1.368 0.00
N -2.189 2.912 0.652 0.02
H -0.927 1.702 3.659 0.00
H 1.080 1.262 0.710 0.00
N 4.746 -2.508 1.179 0.00
H -4.101 -0.563 3.635 0.00
O -1.850 -1.521 0.036 0.06
H -0.815 -5.078 -2.433 0.00
H -3.299 6.333 -1.396 0.00
C -0.215 0.891 3.606 0.01
C 1.934 -3.423 0.474 0.00
C -2.478 3.559 -0.263 0.01
H -4.280 3.886 -4.336 0.00
Mn -1.330 0.431 0.773 4.68
S -0.596 0.532 -1.608 0.05
H -2.069 -1.804 2.779 0.00
H -1.048 5.159 -3.310 0.00
C 3.521 -2.990 -1.378 0.00
H 4.122 -0.750 2.033 0.00
C -0.619 -1.179 -1.888 0.01
H -3.198 0.972 3.783 0.00
C -3.925 3.848 -2.171 0.00
H 5.498 -0.852 0.212 0.00
H 2.567 -2.890 -1.891 0.00
C 3.039 -0.885 -0.552 0.00
H 5.175 -4.377 0.401 0.00
H -2.784 3.212 -3.933 0.00
H -4.002 1.020 1.594 0.00
H 0.154 0.569 4.597 0.00
C -1.899 5.791 -3.014 0.00
H 3.525 0.018 -0.142 0.00
C 4.329 -3.834 0.813 0.00
H -1.617 5.939 -0.884 0.00
C 0.005 -1.799 -2.978 0.00
N 0.480 1.670 1.421 0.04
C -0.074 -3.156 -3.182 0.00
C -2.036 -0.879 3.406 0.00
H -4.825 4.442 -2.027 0.00
O -2.994 5.397 -3.859 0.00
C -0.754 -3.976 -2.237 0.00
H 1.798 0.755 2.774 0.00
H 0.462 -3.675 -4.012 0.00
H -0.062 -0.902 2.723 0.00
H 0.542 -1.120 -3.640 0.00
H 2.299 -0.545 -1.259 0.00
H -1.987 -1.253 4.436 0.00
C -2.394 5.682 -1.527 0.00
N 4.110 -1.736 -1.038 0.00
H -4.104 2.838 -2.024 0.00
C -1.370 -3.382 -1.202 0.00
C 0.932 1.446 2.771 0.00
N -3.352 0.257 1.785 0.03
H -3.826 -0.513 1.325 0.00
H 3.490 -2.213 2.859 0.00
C -3.264 -0.012 3.225 0.00
H -2.007 -3.840 -0.485 0.00
N 3.186 -3.839 -0.124 0.00
N -1.263 -2.020 -1.037 0.01
N -2.845 4.311 -1.250 0.00
C 3.711 -1.780 1.893 0.00
C -3.466 4.017 -3.647 0.00
H 1.213 2.406 3.252 0.00
H 4.113 -3.536 -2.086 0.00
H 6.021 -2.374 -0.392 0.00
H 3.996 -4.357 1.672 0.00
H 1.116 -3.529 -0.287 0.00

66
Properties=species:S:1:pos:R:3:mulliken_charge:R:1 method="wB97M-V/def2-TZVPD" charge=+1 homo_lumo_gap_ha=0.35501 fmax_ev_per_a=1.65 lumo_energy_ev=-3.4 homo_ev=-13.0
N -0.461 -3.037 4.612 -0.37
H -5.038 -1.191 -5.831 0.34
H 2.223 -2.671 -1.699 0.45
H -3.278 0.107 -2.227 0.26
H -6.763 -1.355 -6.213 0.33
C 2.263 0.330 0.875 -0.64
N -4.170 -0.838 0.638 -0.47
H -4.347 -1.289 -2.466 0.23
H 5.378 -2.132 0.610 0.15
H 1.770 1.074 1.480 0.47
H 3.442 4.478 -1.430 0.44
C 6.035 -1.991 1.467 -0.79
H 1.495 4.027 -2.683 0.38
H -11.444 0.956 -3.414 0.32
H 7.061 -1.887 1.120 0.32
H 0.465 -1.214 -1.672 0.49
C 5.641 -0.791 2.207 0.42
C -6.039 -1.250 -5.408 -0.87
N -9.391 -1.425 -3.256 -0.39
H -10.085 1.520 -2.424 0.25
C 1.361 -0.715 -1.329 -0.76
C 2.526 -1.637 -1.698 -0.65
H 1.762 -0.926 5.314 0.26
H 5.963 -2.860 2.116 0.33
H -1.270 -2.188 2.190 0.05
N 3.225 2.826 -0.123 -0.38
C 1.205 -0.556 0.172 -0.35
C -0.685 -3.397 0.581 0.50
C -9.827 -0.371 -3.285 0.32
C -4.181 -0.631 -0.485 0.38
H 2.129 2.446 -3.046 0.30
H 6.363 3.672 4.264 0.26
H 6.225 1.963 4.716 0.16
C 5.918 2.975 4.970 -0.56
C 3.233 3.423 -1.503 -0.38
H 3.322 -1.547 -0.958 -0.24
H 0.274 -0.385 6.110 0.30
H 4.619 0.911 0.346 0.13
H 4.045 2.977 -2.065 0.33
N -6.570 0.904 -4.061 -0.49
C -10.360 0.988 -3.331 -0.75
C 0.050 -2.045 4.851 0.38
N 6.691 3.557 7.385 -0.31
H -2.513 -2.437 0.951 0.10
H -2.104 -3.742 2.083 0.35
H 0.522 -0.055 4.387 0.19
N 5.320 0.151 2.768 -0.36
H -6.107 -2.118 -4.756 0.28
H -9.948 1.513 -4.191 0.26
H 4.834 3.043 4.905 0.24
C 0.692 -0.776 5.185 -0.73
C 1.927 3.143 -2.246 -1.03
C -6.327 -0.039 -4.646 0.45
H 1.400 0.221 -1.865 0.24
C 6.352 3.301 6.326 0.20
H 2.851 -0.261 1.560 0.27
S 3.420 1.141 -0.247 0.29
H 4.060 3.193 0.327 0.31
H 0.223 -0.175 0.409 0.31
H 2.931 -1.309 -2.645 0.32
N 0.125 -3.742 -0.147 -0.46
H 1.233 2.644 -1.587 0.28
C -4.214 -0.357 -1.920 -0.72
H -5.038 0.312 -2.153 0.29
C -1.705 -2.911 1.506 -0.52
H 1.299 -1.547 0.583 0.31

Let's list energy in order: -99315.6296, -244705.9124, -63539.6863, -122866.8123, -90284.2784, -44086.1877 eV.